1.
Computed, not measured: a structure of composition C14H34ClN2O12P4ReS in a non-equilibrium geometry, with the ωB97M-V functional and the def2-TZVPD basis.

Calculated values
HOMO-LUMO gap (alpha / beta)	6.707 / 6.716	eV
charge	+1
E	-105264.9816	eV
ΔE to the lowest compared entry with this formula, charge and spin	224.1	kJ/mol
<S²>	0.759
multiplicity	2

Cartesian coordinates (Å):
Cl -1.529994 3.511138 3.843549
N -0.182642 1.932204 0.000111
C -2.473191 1.655583 2.189448
O -2.668983 -0.591662 -0.325383
C 2.337569 3.332129 -1.916640
O 1.799429 -2.093220 0.094214
H -4.843975 -0.875106 -2.001900
H -1.101878 -4.497197 0.506919
H 1.362093 2.185923 2.430692
C 1.669050 4.805575 0.042161
H -1.969637 -3.306928 -0.503034
C -2.018904 -0.227045 -3.056853
H 3.713757 -0.533601 1.262855
H 3.905867 -3.904625 -1.832856
C 3.904247 -3.134678 -1.065227
O -2.806695 1.726939 -1.387714
H 3.336095 1.210178 1.358586
C 3.004222 0.243760 0.982901
C 0.486745 -2.748884 2.426867
H -2.683712 1.515197 4.335766
H 2.182727 1.138395 3.605959
H 1.642553 5.660268 -0.630796
H -2.984440 2.005109 -0.446905
P 1.392941 -0.144134 1.717338
C -2.768377 2.252879 3.544487
C -2.375653 -2.441801 2.368521
H 0.826184 -1.969590 -3.118216
P -0.197147 -0.103353 -2.657214
C 1.351359 -1.568113 2.865182
O -1.548652 0.716075 2.212449
C 0.605403 2.709887 -0.362754
O 2.810258 -0.850502 -1.725458
H 0.876251 4.904243 0.779350
H 0.952180 -1.148427 3.790063
H 2.636012 4.771793 0.543137
H 4.756117 -2.472214 -1.195378
O 0.301289 1.267441 -2.812173
H 0.403854 1.190049 3.522599
O -0.181851 -0.728832 -1.205607
H 3.371273 3.252713 -1.582038
H 0.057079 -3.229002 3.307312
H -3.445568 0.689639 -4.418527
H -3.740121 2.731996 3.542949
O -4.525641 0.037551 -1.973206
O 0.393170 -1.211017 -3.610114
H 2.933869 0.250214 -0.105661
O 1.547643 -2.873382 -2.190967
H -1.876267 0.273853 -5.137375
H 2.022832 2.414938 -2.406313
H -0.202874 -3.440169 -0.625821
H 2.235662 4.171179 -2.601598
H -2.010060 1.680355 -4.074897
H -3.252026 -2.130413 1.798969
H 2.378188 -1.882406 3.057641
P -0.894958 -2.253507 1.339671
C -2.369846 0.667268 -4.247785
Re -0.734743 0.003933 0.508044
C 1.320237 1.222376 2.940531
O -3.040308 2.072088 1.197728
C -1.053092 -3.505678 0.054403
N 1.472798 3.578221 -0.743976
O -2.382461 -1.597680 -3.239550
H -2.290508 -1.806492 3.250838
H -2.491595 -3.482592 2.673279
H -1.745717 -1.994755 -3.851516
P -3.004891 0.203881 -1.594523
S 2.421344 -2.169391 -1.248908
H 1.073724 -3.480903 1.879715
H 3.912385 -3.587670 -0.077350

Cartesian forces (eV/Å) of the 6 atoms listed first:
0.0 -0.1 0.0
0.2 0.1 -0.1
0.3 0.2 0.2
0.4 0.7 0.0
0.0 0.0 0.1
0.5 -0.5 -0.1

2.
Computed, not measured: a structure of composition C14H14Cl3MoN6O4S, with the ωB97M-V functional and the def2-TZVPD basis.

Calculated values
HOMO-LUMO gap (alpha / beta)	5.519 / 5.517	eV
charge	+3
E	-82106.9688	eV
ΔE to the lowest compared entry with this formula, charge and spin	0.0	kJ/mol

Cartesian coordinates (Å):
C 3.285338 1.454394 0.900972
H -2.000744 -3.593199 1.870340
C 0.190470 -3.002287 -0.132112
C -2.817637 2.773967 0.990430
Cl 0.376814 0.417180 -2.030989
H 0.987487 -4.129837 -1.623088
H -0.465264 -3.618976 2.774922
N -3.952740 3.382027 1.284959
N -0.838269 2.457241 0.056470
C -0.140275 -5.385446 0.462815
C 0.214433 3.179268 -0.311946
C 4.237999 2.352260 0.447222
C -1.206309 -0.022066 -2.924279
H 5.279295 2.179157 0.687299
H 3.560111 0.597650 1.500581
C 1.961439 1.693589 0.576192
N -2.006619 3.168053 0.058487
H -4.592127 3.031153 1.980421
N -0.059679 -1.728243 0.380338
H -0.731544 -5.690193 -0.400415
C 1.567525 2.837074 -0.172363
O 0.976780 0.894259 1.004057
O -2.330226 -1.899873 -1.848557
H 2.291429 4.621617 -1.156464
O -2.083650 -0.011171 -0.697243
Mo -0.753708 0.464420 0.544538
N 0.823351 -3.199795 -1.263692
C 3.888110 3.483037 -0.306083
H -0.516503 -5.898436 1.343223
Cl -2.044555 1.435181 -3.352625
O -1.165872 -0.841863 2.061144
C -1.953607 -0.784079 -1.821556
C -0.733429 -1.906946 1.491205
C -0.936442 -3.340567 1.826929
C 2.573063 3.736070 -0.600551
H 4.660329 4.162933 -0.638465
Cl -0.811711 -1.032818 -4.267873
H 0.907954 -5.652580 0.331190
S -2.344181 1.346527 1.938915
H 1.183928 -2.420291 -1.791162
N -0.268302 -3.937957 0.677544
H -0.037496 4.166368 -0.691501
H -4.174970 4.263179 0.840761

Cartesian forces (eV/Å) of the 6 atoms listed first:
-0.1 0.0 0.0
0.0 0.0 0.0
0.0 0.0 0.1
0.2 -0.3 0.2
0.1 0.0 0.2
0.0 0.0 0.0

3.
Computed, not measured: a cluster of 2 separate species, C5H8N2O2S in total in a non-equilibrium geometry, with the ωB97M-V functional and the def2-TZVPD basis.

Calculated values
HOMO-LUMO gap	6.651	eV
charge	0
E	-23220.3922	eV
ΔE to the lowest compared entry with this formula, charge and spin	550.6	kJ/mol

Cartesian coordinates (Å):
O 2.048943 -2.122868 3.362370
H 1.835009 0.133351 1.453663
H -1.815588 2.079123 -1.499806
H -2.265028 0.608117 -0.524424
C -0.373567 1.210445 -0.176773
H -2.257074 2.048685 0.246965
N -0.089214 0.091076 0.416178
H 0.506098 1.840483 -0.373094
H 2.518293 -1.462367 -0.135662
C 1.031409 -2.717521 3.435279
C 1.048091 -0.526560 1.133275
O -1.007164 0.029712 2.866791
N 0.013681 -3.338974 3.397566
C -1.755505 1.531671 -0.500190
H 1.942798 -2.396118 1.324887
C 1.669593 -1.725598 0.479980
H 0.968833 -2.040017 -0.235741
S -0.578937 -0.931374 1.963558

Cartesian forces (eV/Å) of the 6 atoms listed first:
2.6 1.5 0.3
-0.4 0.6 1.0
-0.1 -0.7 1.4
-0.8 -1.1 -0.5
2.2 -1.8 1.6
-0.6 1.6 1.5